This record from the OMol25 dataset describes a molecular structure, C29H44BrN3P2SW. The level of theory is the ωB97M-V functional and the def2-TZVPD basis.

Geometry as XYZ:
```
81
Properties=species:S:1:pos:R:3:lowdin_spin:R:1
C 0.8513 -4.3022 -2.3501 0.018
C 1.4261 -3.0615 -2.0482 0.014
C 2.4772 -2.5283 -2.8375 0.016
C 2.8350 -3.2782 -3.9553 -0.002
N 2.2446 -4.4248 -4.2706 0.021
C 1.3178 -4.9500 -3.4855 -0.002
C 0.8261 -2.4249 -0.9249 0.068
C 0.4061 -2.2467 0.2480 0.051
C 1.0184 -1.9227 1.5863 -0.001
C 0.3444 -1.5852 2.8060 0.030
C 1.0194 -0.6934 3.6994 0.028
C 2.2355 -0.2708 3.0991 0.000
C 3.0729 -1.2173 2.4453 -0.014
C 2.4138 -2.2181 1.7692 -0.012
W 0.7784 0.2890 1.7735 0.802
P -0.7105 0.3368 -1.2972 0.460
H 2.9703 -1.5728 -2.6404 0.000
H 0.0420 -4.7183 -1.7504 0.001
H 3.6136 -2.9243 -4.6222 0.000
H 0.8832 -5.9037 -3.7598 0.000
H 2.8741 -3.0369 1.1758 0.001
H -0.4888 -2.1594 3.1558 -0.001
H 4.1625 -1.0707 2.4200 0.000
H 0.5371 -0.3224 4.6354 0.005
C -1.9408 1.7241 -1.6680 0.055
C -2.3071 2.0565 -3.1067 0.025
H -1.5271 2.6205 -1.1891 0.001
H -2.8559 1.4537 -1.1239 0.000
H -3.0026 2.9033 -3.1345 0.007
H -1.4607 2.3455 -3.7332 0.001
H -2.8178 1.2434 -3.6261 0.000
C 0.4115 0.4382 -2.7759 0.064
C 0.0532 -0.2207 -4.1101 0.026
H 1.3553 0.0068 -2.4092 0.002
H 0.5967 1.5072 -2.9612 0.001
H 0.8774 -0.0503 -4.8218 0.007
H -0.0627 -1.3109 -4.0405 0.001
H -0.8535 0.2024 -4.5682 0.000
C -1.7942 -1.1205 -1.6473 0.037
C -2.8560 -1.1489 -2.7509 0.017
H -2.2800 -1.3281 -0.6812 0.001
H -1.0953 -1.9432 -1.8332 0.000
H -3.3490 -2.1334 -2.7493 0.004
H -3.6464 -0.4068 -2.6037 0.000
H -2.4397 -1.0257 -3.7589 0.000
Br 2.9172 1.7763 3.3979 -0.007
P 1.8575 2.4377 0.4484 0.029
C 1.4245 3.3487 -1.0775 0.000
C 1.7940 4.8356 -1.1021 -0.001
H 0.3400 3.2226 -1.2149 0.000
H 1.9246 2.8291 -1.9064 0.000
H 1.5918 5.2479 -2.1013 0.000
H 1.2062 5.4208 -0.3845 0.000
H 2.8582 5.0066 -0.8855 0.000
C 1.4338 3.6512 1.8035 0.007
C 2.5598 4.5471 2.3002 0.002
H 1.0756 3.0267 2.6385 0.004
H 0.5674 4.2350 1.4804 0.000
H 2.2045 5.1294 3.1618 0.001
H 3.3960 3.9449 2.6782 0.000
H 2.9481 5.2213 1.5295 0.000
C 3.5929 1.9061 0.1614 0.007
C 4.6091 3.0020 -0.1560 0.003
H 3.5600 1.1451 -0.6411 0.001
H 3.9315 1.3739 1.0600 0.000
H 5.6241 2.5798 -0.0677 0.001
H 4.5034 3.3995 -1.1742 0.000
H 4.5224 3.8348 0.5539 0.000
C -4.3190 0.2219 3.2059 0.003
N -3.5907 -0.9898 2.8049 0.011
C -4.0420 -2.2794 3.0642 0.008
C -3.2115 -3.1405 2.4314 0.012
N -2.3010 -2.3610 1.7322 0.008
C -2.4902 -1.0386 2.0423 0.010
S -1.5277 0.4128 1.7525 0.166
H -3.7006 0.9194 3.7799 0.001
H -4.7364 0.7446 2.3338 0.001
H -5.1449 -0.1302 3.8313 0.000
H -4.9202 -2.4147 3.6552 0.000
H -3.1596 -4.2217 2.4532 0.001
H -1.5947 -2.7451 1.0987 0.000
```

Properties
net charge	+4
Kohn-Sham gap (alpha / beta)	4.94 / 4.22	eV
HOMO energy (alpha / beta)	-19.3239 / -19.2919	eV
LUMO energy (alpha / beta)	-0.5286 / -0.5537	Ha
spin multiplicity	3

This record from the OMol25 dataset describes 2 unconnected molecules or ions with the total composition C4H11O. The level of theory is the ωB97M-V functional and the def2-TZVPD basis.

Geometry as XYZ:
```
16
Properties=species:S:1:pos:R:3:nbo_charge:R:1
C 1.3925 -1.7582 -0.4954 -0.202
O 0.7644 -1.1352 -1.5076 -0.955
H 2.2322 -1.3267 0.1738 0.057
H 1.7989 -2.7751 -0.7222 0.088
H 0.7568 -1.9762 0.4638 0.037
C 0.1029 1.0038 1.5519 -0.602
C -0.4247 0.6325 0.1961 -0.424
C -1.8640 1.1981 0.0030 -0.616
H -0.3783 0.5893 2.4820 0.184
H 1.1940 0.9449 1.5850 0.209
H 0.0052 2.1122 1.6703 0.163
H 0.2210 1.0401 -0.5867 0.222
H -0.3890 -0.4350 0.0381 0.266
H -2.0779 1.8604 0.8513 0.180
H -2.5830 0.3864 -0.1481 0.199
H -1.8904 1.7704 -0.9323 0.195
```

Properties
net charge	-1
Kohn-Sham gap	6.32	eV
HOMO energy	-2.1923	eV
energy relative to the best compared isomer or geometry (same formula, charge and spin)	21.4	kcal/mol
LUMO energy	0.1517	Ha